Record 1
DFT (ωB97M-V/def2-TZVPD) results for 10 unconnected molecules or ions with the total composition C24H68N6O10.

Computed properties:
LUMO = 0.0 eV
Energy above the lowest of the compared OMol25 structures with the same formula, charge and spin = 1.817 eV
Kohn-Sham gap = 9.51 eV
SMILES = NC(N)=O.NC(N)=O.NC(N)=O.CC(C)O.CC(C)O.CC(C)O.CC(C)O.CC(C)O.CC(C)O.CC(C)O

```
! RIJCOSX wB97M-V def2-TZVPD def2/J DEFGRID3
* xyz 0 1
C 2.24522 0.07157 3.05136
O 2.29347 0.14779 4.28335
N 1.10924 -0.32471 2.39316
N 3.20620 0.64458 2.29685
H 1.22182 -0.25342 1.38973
H 0.57140 -1.03721 2.84972
H 3.28819 0.59748 1.29816
H 3.71451 1.36147 2.78397
C 1.32392 5.34551 1.98637
O 0.34605 5.84153 1.44818
N 2.10105 4.35882 1.42953
N 1.78881 5.80766 3.18533
H 1.85069 3.79808 0.63069
H 2.90137 4.12725 1.98382
H 1.45782 6.70370 3.49371
H 2.55271 5.40285 3.68783
C 3.31064 3.39399 -1.61743
O 2.12156 3.72351 -1.53896
N 4.27214 3.75717 -0.71551
N 3.77912 2.71790 -2.69280
H 4.09928 4.33044 0.08785
H 5.16384 3.30731 -0.78648
H 4.74525 2.48083 -2.80148
H 3.15321 2.49445 -3.44526
C -4.30707 0.58602 0.98455
C -5.58619 0.09425 1.62688
C -5.39644 -0.47213 3.04183
O -6.62776 1.04350 1.61381
H -3.49364 -0.14014 0.86995
H -3.76148 1.37716 1.51049
H -4.49017 0.93111 -0.03624
H -5.93745 -0.78062 1.05324
H -5.16025 0.36953 3.70315
H -4.43280 -0.98357 3.05880
H -6.28149 -1.01735 3.34581
H -6.88094 1.21180 0.70174
C 0.04781 -1.05215 -0.90285
C 0.18827 0.45996 -1.04595
C -1.03417 1.22697 -0.63723
O 1.38579 0.87141 -0.36325
H -0.82104 -1.44905 -1.43259
H -0.29047 -1.27874 0.11912
H 0.93139 -1.66337 -1.07091
H 0.41805 0.66718 -2.10249
H -1.36994 0.91949 0.35847
H -1.92244 1.03234 -1.24164
H -0.76950 2.28510 -0.63559
H 1.67111 1.66918 -0.82447
C 1.99470 -3.64271 2.28491
C 1.11867 -4.87506 2.28481
C 1.77207 -6.11158 2.90342
O -0.04883 -4.68555 3.08395
H 1.98847 -3.11289 3.24819
H 1.70317 -2.80824 1.63668
H 3.05041 -3.78479 2.04410
H 0.83831 -5.09699 1.24904
H 2.76498 -6.30127 2.49161
H 1.14865 -6.95623 2.61330
H 1.82120 -5.95082 3.97725
H -0.20976 -3.75836 3.27272
C -0.07792 3.15810 5.18871
C -1.10958 3.35206 4.05165
C -0.79091 2.31457 2.96143
O -2.40463 3.05696 4.57442
H -0.08733 2.12390 5.52665
H -0.28152 3.85571 6.00150
H 0.88041 3.32124 4.68957
H -0.97708 4.34614 3.61634
H -1.51514 2.57050 2.17688
H -1.05258 1.33760 3.35893
H 0.17992 2.44836 2.49581
H -2.64646 3.82151 5.10786
C 2.79986 -4.70526 -2.09358
C 2.77020 -6.11954 -1.56138
C 3.92849 -6.40019 -0.60269
O 1.60864 -6.48940 -0.84548
H 1.88933 -4.55696 -2.68580
H 3.69323 -4.55279 -2.69251
H 2.69121 -3.95735 -1.30267
H 2.85397 -6.81295 -2.41033
H 3.99832 -5.86908 0.34808
H 4.89512 -6.08572 -1.02551
H 4.08382 -7.46969 -0.45731
H 0.80136 -6.33964 -1.34976
C -6.12985 2.06824 -3.96945
C -4.61962 1.99292 -3.64910
C -3.94781 3.36224 -3.47140
O -4.41479 1.24663 -2.45488
H -6.46179 1.29170 -4.66539
H -6.33497 3.01856 -4.45997
H -6.71998 1.87951 -3.07458
H -3.99229 1.57627 -4.44699
H -4.54448 4.10935 -2.95031
H -3.72283 3.76856 -4.46310
H -2.94934 3.24734 -3.04832
H -4.90945 0.42506 -2.54935
C 1.56756 0.24636 -5.27375
C 1.78376 -1.09160 -4.59014
C 0.51289 -1.79957 -4.13639
O 2.66303 -1.88389 -5.37462
H 2.52288 0.76871 -5.34346
H 0.94427 0.85040 -4.59965
H 1.06959 0.29069 -6.24174
H 2.28589 -0.89189 -3.63746
H 0.04321 -2.37646 -4.94554
H -0.28209 -1.11496 -3.84200
H 0.69745 -2.52838 -3.35188
H 2.16929 -2.42579 -5.99762
*
```

***

Record 2
DFT (ωB97M-V/def2-TZVPD) results for 9 unconnected molecules or ions with the total composition C30H82N12O13.

Computed properties:
LUMO (spin up / spin down) = -2.3 / -7.3 eV
Kohn-Sham gap (spin up / spin down) = 7.85 / 2.84 eV

```
! RIJCOSX wB97M-V def2-TZVPD def2/J DEFGRID3
* xyz 1 2
C -22.68985 5.15766 1.50454
O -22.22951 4.25922 2.13582
N -22.14606 5.54286 0.40386
N -23.72544 5.88504 1.80588
H -22.73093 6.26425 0.00684
H -21.27281 5.22810 0.00577
H -24.16255 6.57668 1.21372
H -24.32079 5.50528 2.52799
C -25.33603 3.91428 4.56588
O -25.45782 5.02234 4.28690
N -26.18593 3.18975 5.21816
N -24.37525 3.17518 4.14145
H -27.08253 3.55833 5.50164
H -26.10523 2.19704 5.05049
H -24.37084 2.19421 4.38180
H -23.53323 3.53004 3.71114
C -25.69292 3.50271 -3.41292
O -25.70845 4.05999 -2.35013
N -25.70832 2.17304 -3.55692
N -25.62426 4.06539 -4.58351
H -25.61727 1.56864 -2.75285
H -25.66251 1.91969 -4.53355
H -25.69950 5.06829 -4.49067
H -25.84591 3.52247 -5.40583
C -24.17059 7.83653 -1.61534
O -23.60337 7.51638 -0.61900
N -25.29134 7.27947 -2.03157
N -23.69588 8.67532 -2.54982
H -25.71397 6.48295 -1.57656
H -25.55127 7.62036 -2.94608
H -24.30647 9.11548 -3.22327
H -22.68815 8.74212 -2.56038
C -27.36885 6.62066 0.36837
C -26.64157 5.25476 0.66551
O -27.20698 4.14999 0.07759
H -28.22794 6.56960 1.03729
H -27.70416 6.81808 -0.64981
H -26.63614 7.39596 0.59228
H -26.51944 5.13076 1.74153
H -25.59599 5.28031 0.35857
H -26.72708 3.83837 -0.69325
C -34.44800 9.11291 1.93394
O -34.00054 9.78046 0.74547
C -32.77594 10.50193 0.89547
C -31.96318 10.71712 -0.45028
N -31.20594 9.49428 -0.86066
C -30.62423 9.68752 -2.25052
C -29.93964 8.38083 -2.66137
O -29.49493 8.31223 -3.99992
C -30.30921 7.31558 -4.75354
H -35.53711 9.11286 1.97812
H -34.20328 9.53809 2.90730
H -34.07714 8.08796 1.94142
H -32.12919 10.07888 1.66414
H -33.02832 11.50579 1.23705
H -31.45843 11.68315 -0.43899
H -32.70402 10.71473 -1.24981
H -30.42880 9.34637 -0.23275
H -29.94137 10.51912 -2.42445
H -31.47103 9.94242 -2.88775
H -30.34636 7.44429 -2.27983
H -29.03491 8.51528 -2.06852
H -31.37208 7.43770 -4.54502
H -29.83309 6.34198 -4.63727
H -30.20647 7.45795 -5.82931
C -30.26831 4.45844 -2.12021
O -29.90597 3.31075 -2.89985
C -30.00824 3.47941 -4.24203
C -29.63413 2.26235 -5.08017
N -28.27174 2.16860 -5.50136
C -28.13187 1.13279 -6.48042
C -26.67764 0.94685 -7.06208
O -25.63074 1.44298 -6.23571
C -24.35963 1.52240 -6.91009
H -31.34875 4.60046 -2.09626
H -29.59011 5.27065 -2.38187
H -29.98676 4.22185 -1.09412
H -29.31004 4.25246 -4.56298
H -30.97727 3.85964 -4.56529
H -30.27054 2.36246 -5.95942
H -29.88801 1.35126 -4.53836
H -27.69679 1.87168 -4.72588
H -28.81346 1.36605 -7.29842
H -28.46291 0.23551 -5.95754
H -26.65635 1.49470 -8.00415
H -26.51895 -0.11742 -7.23602
H -23.60880 1.80288 -6.17139
H -24.47289 2.16473 -7.78340
H -24.08880 0.54930 -7.31975
C -27.74808 8.27438 5.55930
O -28.71080 8.57372 4.51416
C -28.12467 8.94180 3.27894
C -29.19148 9.51783 2.37408
N -28.69181 9.59307 0.95099
C -28.23961 10.89455 0.48751
C -26.86735 11.31529 1.17436
O -26.06834 10.17029 1.02306
C -24.65703 10.39380 1.37643
H -27.07287 7.42227 5.48114
H -28.37826 7.79021 6.30533
H -27.25203 9.18200 5.90318
H -27.47767 8.16316 2.87493
H -27.58029 9.82859 3.60353
H -29.46027 10.52135 2.70392
H -30.04881 8.84505 2.39528
H -27.82509 9.07507 0.92708
H -28.92641 11.71219 0.70627
H -28.06965 10.90680 -0.58909
H -26.85244 11.54120 2.24059
H -26.41406 12.20336 0.73396
H -23.86472 9.68042 1.14963
H -24.64746 10.50453 2.46075
H -24.31828 11.37088 1.03197
C -28.33876 0.82409 3.01051
O -29.02561 1.90829 3.62293
C -29.32914 2.98649 2.77172
C -30.11750 2.57419 1.52057
N -31.15711 1.61252 1.91497
C -32.38831 2.18849 2.57961
C -33.31747 2.93388 1.66986
O -32.80408 4.22806 1.44907
C -33.54197 5.04091 0.70811
H -27.64799 1.01378 2.18895
H -29.00625 0.19997 2.41635
H -28.08540 0.07880 3.76446
H -28.37191 3.32821 2.37795
H -29.70172 3.87653 3.27878
H -29.38930 2.15543 0.82596
H -30.47316 3.38221 0.88126
H -30.84003 0.94049 2.59903
H -32.09098 2.65644 3.51807
H -32.94221 1.32363 2.94474
H -34.19440 3.05232 2.30631
H -33.52455 2.30891 0.80117
H -34.59044 5.15158 0.98481
H -33.59016 4.64774 -0.30736
H -33.02918 5.99732 0.81025
*
```

***

Record 3
DFT (ωB97M-V/def2-TZVPD) results for a gas-phase ion, C4H9N3OS (charge +2).

Computed properties:
LUMO (spin up / spin down) = -9.8 / -9.8 eV
Kohn-Sham gap (spin up / spin down) = 7.75 / 7.85 eV

```
! RIJCOSX wB97M-V def2-TZVPD def2/J DEFGRID3
* xyz 2 1
C -0.80165 0.97807 0.39786
C 1.11827 -0.59798 0.50358
C -2.98137 0.96286 -0.20331
C 3.19215 -0.54947 -0.57727
N -1.85021 0.20672 0.20925
N 0.54259 0.51768 0.17805
N -0.57848 -1.82064 1.03359
O 2.19524 -1.08341 0.31981
S -1.65150 -1.48550 -0.00740
H -1.05324 2.07848 0.40336
H -3.63309 0.43856 -0.81617
H -3.49680 1.39675 0.66823
H -2.62148 1.80090 -0.78013
H 3.42146 -1.17178 -1.49812
H 4.23913 -0.55236 -0.08301
H 2.98266 0.54801 -0.68537
H 1.23414 1.17843 -0.18922
H -0.25781 -2.84532 1.12627
*
```

***

Record 4
DFT (ωB97M-V/def2-TZVPD) results for a molecular structure, CH3NO4S.

Computed properties:
LUMO (spin up / spin down) = -1.9 / -1.9 eV
Energy above the lowest of the compared OMol25 structures with the same formula, charge and spin = 2.370 eV
Kohn-Sham gap (spin up / spin down) = 7.35 / 7.35 eV

```
! RIJCOSX wB97M-V def2-TZVPD def2/J DEFGRID3
* xyz 0 1
C -0.55781 -0.50556 1.38074
N -0.01536 -1.37787 -0.70901
O -0.15816 0.05966 2.34392
O 0.20140 0.87415 -1.47066
O 1.13073 2.76873 0.00770
O 0.47430 -1.08153 0.69603
S 0.07943 1.85601 -0.38275
H -1.42145 -0.52563 0.79676
H 0.72176 -1.70041 -1.30393
H -0.45485 -0.36754 -1.35881
*
```

***

Record 5
DFT (ωB97M-V/def2-TZVPD) results for a molecular structure, C7H10.

Computed properties:
LUMO = 0.9 eV
Energy above the lowest of the compared OMol25 structures with the same formula, charge and spin = 6.837 eV
Kohn-Sham gap = 8.75 eV

```
! RIJCOSX wB97M-V def2-TZVPD def2/J DEFGRID3
* xyz 0 1
C -1.83912 0.21219 0.86376
C -0.29251 -0.05169 0.23387
C 0.85483 0.87153 0.63622
C 1.40510 0.55708 -0.75421
C 1.05241 -0.94047 -1.08212
C 0.27455 -1.51379 0.10908
C 0.05605 0.15166 -1.27511
H -1.83650 0.25408 1.96266
H -1.99271 1.18993 0.43110
H -2.73295 -0.39778 0.56897
H 1.43666 0.58793 1.52200
H 0.49657 1.90039 0.70233
H 2.14756 1.15079 -1.28559
H 1.63455 -1.42895 -1.87422
H 0.89936 -1.84781 0.95593
H -1.02103 -1.14118 0.41275
H -0.54283 0.44610 -2.12740
*
```

***

Record 6
DFT (ωB97M-V/def2-TZVPD) results for a molecular structure, C10H21ClINO3PRu.

Computed properties:
LUMO (spin up / spin down) = -6.8 / -11.3 eV
Energy above the lowest of the compared OMol25 structures with the same formula, charge and spin = 0.442 eV
Kohn-Sham gap (spin up / spin down) = 5.28 / 4.28 eV

```
! RIJCOSX wB97M-V def2-TZVPD def2/J DEFGRID3
* xyz 2 6
C -3.10611 2.18626 -5.22332
C -3.01034 1.00377 -4.31854
H -3.91981 2.02529 -5.93113
H -2.16414 2.29980 -5.76215
H -3.29999 3.07807 -4.62653
O -3.62240 -0.02959 -4.34219
I -1.52735 1.27919 -2.73980
Ru 0.22541 -0.50723 0.00363
P 1.70628 -1.34365 -1.31589
C 2.10389 -3.13030 -1.25149
C 1.27515 -1.05436 -3.06106
H 3.16499 0.51049 -0.82357
H 4.06549 -0.81383 -1.65555
H 3.63311 -0.96979 0.07710
C 3.31070 -0.57550 -0.89499
H 1.08509 0.01889 -3.20091
H 2.07443 -1.40115 -3.72771
H 2.86524 -3.38535 -2.00038
H 1.19385 -3.71535 -1.44536
H 0.35289 -1.60832 -3.27628
H 2.48693 -3.37417 -0.25316
C -0.41542 -2.16146 0.46878
O -0.87708 -3.16713 0.82216
Cl 0.87498 1.69351 -0.51127
C -0.53603 1.24162 5.12347
N -0.99121 1.01690 3.74702
C -2.40512 1.12551 3.44185
C -0.21862 0.54822 2.75321
C 1.26172 0.41293 2.89126
O -0.87174 0.27922 1.68021
H -1.40399 1.58645 5.69618
H 0.24532 2.01045 5.18168
H -0.16181 0.31434 5.58991
H -2.56895 1.81852 2.60316
H -2.83140 0.14241 3.18252
H -2.89205 1.51358 4.34254
H 1.58374 -0.64640 2.88477
H 1.75930 0.89375 2.03454
H 1.55503 0.88438 3.83734
*
```

***

Record 7
DFT (ωB97M-V/def2-TZVPD) results for 3 unconnected molecules or ions with the total composition C4H10O2.

Computed properties:
LUMO (spin up / spin down) = 0.6 / 0.4 eV
Energy above the lowest of the compared OMol25 structures with the same formula, charge and spin = 8.057 eV
Kohn-Sham gap (spin up / spin down) = 9.93 / 7.93 eV

```
! RIJCOSX wB97M-V def2-TZVPD def2/J DEFGRID3
* xyz 0 1
C 1.14095 -0.12604 0.72364
C 1.13969 -1.63828 0.70731
O -0.34044 0.32105 0.41867
O -1.03295 0.28415 2.18648
H -1.97749 0.08295 2.13786
H 1.81809 0.27263 -0.03013
H 1.38464 0.25702 1.71131
H 0.86085 -2.00604 -0.28154
H 2.12927 -2.02423 0.95927
H 0.41256 -1.99918 1.43277
C -0.37945 0.96708 -1.53651
C -1.58294 1.08033 -2.03852
H -1.74145 1.25772 -3.10169
H 0.59560 1.02375 -2.00738
H 0.05011 1.27833 0.15222
H -2.47703 0.96877 -1.43377
*
```

***

Record 8
DFT (ωB97M-V/def2-TZVPD) results for a molecular structure, CH2S4.

Computed properties:
LUMO = -0.5 eV
Energy above the lowest of the compared OMol25 structures with the same formula, charge and spin = 0.000 eV
Kohn-Sham gap = 8.66 eV

```
! RIJCOSX wB97M-V def2-TZVPD def2/J DEFGRID3
* xyz 0 1
C 0.40977 -0.29033 -0.12994
S 0.60164 1.25666 -0.39692
S 1.57778 -1.61876 -0.20311
S -2.64505 -0.11859 -0.59725
S -1.14653 -1.30164 0.21946
H 2.64148 -1.01368 -0.12715
H -2.86195 0.77423 0.45138
*
```

***

| no. | F_max (eV/A) |
| --- | --- |
| 1 | 2.85 |
| 2 | 8.41 |
| 3 | 5.84 |
| 4 | 5.49 |
| 5 | 4.67 |
| 6 | 8.34 |
| 7 | 4.89 |
| 8 | 4.18 |